67
Properties=species:S:1:pos:R:3:forces:R:3:lowdin_charge:R:1 method="wB97M-V/def2-TZVPD" charge=+4 e_tot_ev=-66829.94974 gap_ev="8.39 / 4.37" spin_multiplicity=5
Pt 0.341316 0.253366 0.498154 -0.25 -1.97 1.55 0.835
S -2.594683 3.275722 3.312904 1.41 -0.18 -0.24 1.132
P -1.653633 -0.983750 0.261319 -1.34 -1.09 -0.21 0.751
P 1.673835 -0.077931 2.583859 1.09 -0.47 2.84 0.820
P 1.659835 -1.269103 -0.635324 0.62 -0.98 -0.87 0.689
O -3.938940 0.820861 -3.224461 2.25 -0.70 -1.77 0.194
N -0.530399 1.929037 2.564559 -0.73 0.03 -0.04 -0.179
C -2.651538 0.241848 -5.134579 0.70 -0.89 -1.30 0.113
C 1.317428 1.953500 -0.235674 -1.62 1.59 -1.22 -0.183
C 1.416362 -2.919302 0.099131 0.15 -0.11 0.11 -0.219
C -3.211152 -0.051462 0.283022 0.00 0.59 -0.16 -0.189
C -1.788869 -2.106210 -1.184119 0.26 0.16 -0.15 -0.191
C 3.091060 1.071228 2.544058 -0.30 0.46 -0.64 -0.190
C -0.336612 0.972195 -3.719307 -0.85 0.11 1.88 -0.029
C 0.920542 0.034368 4.252247 -0.52 0.57 -0.19 -0.200
C -1.766933 -2.086748 1.697928 0.39 -0.05 0.35 -0.194
C -0.252326 0.588189 -5.060824 0.21 0.04 -0.67 0.055
C 3.406050 -0.784676 -0.512452 0.11 -0.02 -0.09 -0.208
C -2.707993 0.615760 -3.786396 -2.54 0.50 1.15 -0.201
C -0.127555 2.119195 -0.306241 1.35 2.17 -0.35 -0.201
C 2.495241 -1.702006 2.864806 -0.29 -0.35 -0.86 -0.210
C -1.533864 0.799416 -3.034335 1.27 0.37 0.31 -0.021
C -0.083341 3.223776 2.770223 -1.03 -0.03 -0.33 -0.239
C -1.066515 4.112992 3.156182 0.43 -1.29 0.01 -0.282
C -1.390625 0.119205 -5.722240 -1.51 -0.07 -0.39 0.047
C 1.449507 -1.625882 -2.403764 -0.13 0.25 -0.19 -0.197
C -1.827286 1.795531 2.812748 0.61 1.25 0.70 -0.484
H 2.363010 -2.165544 -2.696110 -0.37 0.03 -0.13 0.090
H 0.471518 1.019059 4.405498 0.16 -0.35 0.10 0.044
H -1.299309 -1.631096 2.577984 -0.18 -0.14 -0.04 0.040
H 1.800064 1.815329 -1.201911 0.25 -0.10 0.37 0.073
H -0.549030 2.085779 -1.304248 0.03 -0.21 0.21 0.037
H -2.824437 -2.274224 1.913085 0.07 0.06 -0.03 0.090
H -2.334077 0.831837 2.887951 0.11 0.40 -0.15 0.076
H -0.864744 5.140874 3.434736 -0.51 0.00 -0.11 0.104
H 3.066465 -1.651740 3.800724 -0.09 0.32 -0.17 0.096
H 3.937886 -1.363622 -1.277717 0.12 0.13 0.23 0.084
H -1.308009 -0.285103 -6.726565 -0.03 0.22 0.02 0.152
H -4.016131 -0.703283 0.645355 0.20 -0.03 -0.05 0.096
H 1.351251 -0.713363 -3.002290 0.27 -0.28 0.17 0.030
H 2.744904 2.109351 2.542561 0.14 -0.14 0.11 0.044
H 1.681885 -0.144409 5.024535 0.03 -0.05 -0.37 0.092
H -3.586910 0.005271 -5.647568 0.33 0.13 -0.04 0.170
H 0.886874 -2.896257 1.057167 0.27 -0.02 -0.24 0.014
H 3.520946 0.284008 -0.734662 0.06 -0.29 -0.01 0.058
H -1.287353 -3.048553 1.490834 -0.03 0.18 0.02 0.067
H 0.711992 0.623221 -5.570178 -0.27 -0.01 0.02 0.158
H 3.689724 0.896691 1.641634 -0.07 0.09 0.29 0.049
H 0.962987 3.445822 2.547248 -0.46 0.18 0.33 0.110
H 0.847317 -3.538119 -0.600836 0.22 0.03 0.10 0.062
H -1.514371 -1.597932 -2.116377 -0.12 -0.12 0.24 0.030
H 0.144412 -0.733595 4.352818 0.12 0.12 0.01 0.063
H 2.408810 -3.360353 0.240964 -0.20 -0.18 0.03 0.087
H 0.558210 -2.243683 -2.578213 0.42 0.11 0.05 0.052
H -0.677311 2.768088 0.375756 0.28 -0.29 -0.01 0.071
H -3.133337 0.817647 0.945563 -0.12 -0.19 -0.27 0.032
H 0.545628 1.359368 -3.206411 -0.19 -0.31 -0.12 0.117
H -2.820003 -2.474949 -1.286243 0.12 0.20 0.24 0.099
H 3.165847 -1.994474 2.051555 -0.14 -0.05 0.32 0.036
H -1.640640 0.736403 -1.939209 0.20 0.65 -0.79 0.063
H 3.719540 0.915941 3.428646 -0.21 -0.17 -0.02 0.100
H 1.726213 -2.469478 3.003174 0.20 0.04 0.00 0.063
H -3.866264 1.411751 -2.471659 -0.14 0.28 0.53 0.131
H -3.495694 0.280007 -0.723333 0.15 -0.12 0.30 0.038
H -1.141618 -2.981264 -1.062688 -0.14 0.22 0.06 0.050
H 3.839788 -0.996850 0.470896 -0.09 0.04 -0.34 0.042
H 1.905025 2.402334 0.566131 -0.12 -0.24 -0.10 0.068

12
Properties=species:S:1:pos:R:3:forces:R:3:lowdin_charge:R:1 method="wB97M-V/def2-TZVPD" e_tot_ev=-7222.52308 gap_ev=9.02 smiles="C/C=N/C=C=N"
N -0.050544 0.975465 0.596856 2.91 -2.08 -0.99 0.028
N -2.411075 -1.027902 -0.709522 -0.49 -2.30 -0.31 0.138
C 0.707673 0.223131 -0.188895 0.79 2.28 1.75 -0.220
C 1.959620 -0.401079 0.341140 -0.15 -0.03 0.02 -0.084
C -1.737334 -0.067250 -0.458017 -0.49 3.36 0.66 -0.193
C -1.282072 1.088263 0.060426 -1.57 -0.45 -0.91 -0.203
H -1.854042 2.007444 0.124555 -0.14 -0.28 -0.03 0.107
H 2.070817 -1.398877 -0.090202 0.12 0.03 0.05 0.072
H -2.825015 -1.456258 0.126080 -0.26 0.10 -0.28 0.088
H 1.933337 -0.479982 1.429254 -0.02 0.03 -0.14 0.073
H 2.828331 0.195614 0.046585 0.02 -0.10 -0.04 0.075
H 0.660304 0.341432 -1.278260 -0.71 -0.57 0.23 0.119

40
Properties=species:S:1:pos:R:3:forces:R:3:lowdin_charge:R:1 method="wB97M-V/def2-TZVPD" e_tot_ev=-21969.13809 gap_ev=8.57
N -2.734800 0.104304 -0.259763 0.13 0.23 0.31 -0.128
N 2.939585 -1.100016 2.725267 1.29 -1.48 -0.72 0.060
C 1.876989 -0.688931 1.956351 -0.72 0.72 -0.32 -0.224
C 1.561717 -0.021333 4.106366 -0.36 -0.54 0.15 -0.039
C -1.011084 -1.283627 -1.952037 -0.55 0.62 1.62 -0.195
C -2.094112 -0.416938 -2.633736 0.12 0.29 -0.44 -0.126
C -2.652598 -1.361314 0.076526 1.11 2.02 0.05 -0.117
C 2.703646 -0.780776 4.038663 -0.86 1.41 0.38 -0.114
C -1.171593 -3.292461 -0.371183 -1.32 2.01 -0.43 -0.112
C 1.151001 0.000094 -2.280985 -2.25 -0.86 0.99 0.080
C -0.258915 0.497300 2.268403 1.07 -0.24 -0.68 0.045
C -3.031946 0.332101 -1.680464 0.41 0.33 0.90 -0.189
C 0.969249 -0.014043 2.783074 -0.72 0.49 0.80 -0.169
C -0.043285 -4.074465 -0.973616 -0.21 0.04 0.33 -0.098
C -1.621722 -2.057687 -0.759662 1.58 -2.34 -0.37 -0.189
C -1.725673 1.062110 0.332815 -0.55 -0.95 -0.63 -0.111
C 0.439639 -0.233515 0.038610 0.45 -0.85 0.37 -0.157
C 1.612522 -0.770423 0.595450 0.08 -0.11 -0.76 0.041
C 0.179256 -0.449983 -1.417499 2.20 0.84 -1.55 -0.184
C -0.485197 0.402660 0.873827 -0.63 0.59 2.19 -0.179
H -1.734297 -3.742953 0.461987 0.50 0.15 -0.18 0.108
H 3.709166 -1.696628 2.367492 -1.04 0.80 0.59 0.173
H 2.337652 -1.241292 -0.059002 -0.13 -0.11 -0.11 0.114
H -0.974910 0.987158 2.956149 0.46 -0.28 -0.67 0.123
H -2.208606 1.693956 1.095682 0.16 -0.40 -0.03 0.113
H 1.979478 0.600519 -1.963541 0.27 0.12 0.25 0.059
H -1.616602 0.311638 -3.291752 0.19 -0.15 -0.06 0.105
H 0.910204 -3.516977 -0.856103 -0.40 -0.51 -0.10 0.077
H 1.150329 0.428147 5.012218 0.16 -0.28 -0.38 0.102
H -4.031745 -0.000568 -1.848633 -0.89 -0.46 -0.10 0.094
H 1.048099 -0.185521 -3.339797 0.06 -0.06 -0.20 0.060
H 3.330618 -0.990176 4.893591 0.34 -0.26 -0.49 0.110
H -0.622629 -1.952820 -2.708908 0.16 -0.30 0.00 0.129
H -2.351311 -1.477899 1.131491 -0.32 0.24 -0.36 0.129
H -3.606985 -1.822961 -0.051246 -0.93 -0.07 -0.13 0.111
H -0.236321 -4.257925 -2.031889 0.24 -0.03 -0.07 0.071
H -1.403366 1.754556 -0.450680 -0.15 -0.09 -0.15 0.121
H -3.095053 1.416944 -1.912507 0.40 -0.56 0.39 0.123
H -2.728299 -1.033577 -3.272518 0.23 -0.27 -0.07 0.110
H -0.017328 -5.044243 -0.454900 0.44 0.29 -0.31 0.071